Record 1
Entry from OMol25: a structure of composition C30H30CrIN6O2STe in a non-equilibrium geometry (wB97M-V/def2-TZVPD).

Summary:
Lowest unoccupied orbital energy (spin up / spin down)   -3.55 / -3.68 eV
Energy above the lowest of the compared OMol25 structures with the same formula, charge and spin   0.0 kJ/mol
Expectation value of S²   6.05
Net charge   +1
Frontier orbital gap (spin up / spin down)   4.990 / 6.100 eV
Spin multiplicity   5
E_tot   -99277.224 eV

CARTESIAN COORDINATES (ANGSTROEM)
Cr 1.50 -0.24 0.56
C -1.10 -0.59 4.15
C -0.26 -0.24 2.98
N 0.29 -1.09 2.08
N 0.31 -2.43 2.30
C 0.95 -3.25 1.43
N 0.89 -4.57 1.66
S 1.76 -2.63 0.05
C 0.03 1.14 2.67
C -0.49 2.21 3.40
C -0.21 3.54 3.03
C 0.68 3.77 1.98
C 1.16 2.66 1.27
N 0.82 1.40 1.57
H -1.21 -1.67 4.21
H -0.67 -0.19 5.08
H -2.14 -0.20 4.09
H -0.26 -2.86 3.05
H 0.37 -4.92 2.46
H 1.17 -5.26 0.97
H -1.11 2.11 4.27
H -0.67 4.37 3.59
H 1.03 4.78 1.70
H 1.84 2.80 0.43
C -2.44 0.99 -1.95
C -1.10 1.17 -2.56
N -1.13 1.60 -3.83
C -0.03 1.98 -4.46
C 1.23 1.97 -3.86
C 2.44 2.53 -4.59
O 2.98 3.63 -3.83
C 1.34 1.40 -2.56
C 2.59 1.36 -1.91
N 2.86 0.65 -0.79
C 4.21 0.45 -0.44
C 5.16 0.57 -1.47
C 6.53 0.65 -1.22
C 6.98 0.46 0.11
C 6.07 0.15 1.12
C 4.72 0.16 0.85
I 3.42 -0.27 2.53
C 0.15 0.86 -1.90
O 0.08 0.15 -0.83
H -3.21 1.53 -2.51
H -2.45 1.34 -0.93
H -2.72 -0.08 -1.95
H -0.22 2.40 -5.48
H 2.02 2.94 -5.55
H 3.19 1.73 -4.81
H 3.89 3.79 -4.09
H 3.36 2.06 -2.25
H 4.76 0.57 -2.48
H 7.24 0.86 -2.01
H 8.05 0.50 0.35
H 6.44 -0.07 2.11
C -3.81 -3.54 -1.27
Te -1.74 -2.77 -0.94
C -2.75 -1.71 0.75
C -4.23 -1.81 0.56
C -5.12 -1.04 1.37
C -6.47 -1.09 1.11
C -6.99 -1.96 0.12
C -6.15 -2.78 -0.59
C -4.74 -2.69 -0.43
H -3.82 -4.61 -1.01
H -3.97 -3.43 -2.34
H -2.36 -0.66 0.78
H -2.44 -2.20 1.66
H -4.71 -0.45 2.19
H -7.16 -0.42 1.62
H -8.08 -2.01 -0.02
H -6.56 -3.50 -1.31

=====

Record 2
Entry from OMol25: a structure of composition C30H30HgN6O4S in a non-equilibrium geometry (wB97M-V/def2-TZVPD).

Summary:
Lowest unoccupied orbital energy (spin up / spin down)   2.13 / -0.09 eV
Energy above the lowest of the compared OMol25 structures with the same formula, charge and spin   86.8 kJ/mol
Expectation value of S²   0.76
Net charge   -1
Frontier orbital gap (spin up / spin down)   4.767 / 2.541 eV
Spin multiplicity   2
E_tot   -63734.295 eV

CARTESIAN COORDINATES (ANGSTROEM)
Hg -3.07 -1.17 -1.45
C 3.54 -0.40 2.65
C 2.62 -1.31 1.92
C 2.17 -2.47 2.52
C 1.04 -3.15 2.06
C 0.40 -2.78 0.86
N -0.75 -3.20 0.42
C -1.81 -3.62 1.12
C -2.20 -3.21 2.36
C -3.46 -3.27 2.87
C -4.47 -3.84 2.08
C -5.88 -3.76 2.63
C -4.12 -4.47 0.87
C -2.81 -4.38 0.41
N -2.53 -4.86 -0.90
C -3.38 -4.63 -2.01
C -2.67 -4.93 -3.14
C -1.43 -5.40 -2.65
N -1.31 -5.41 -1.34
C 1.11 -1.75 0.04
C 2.15 -0.99 0.63
N 0.80 -1.62 -1.28
C 1.13 -0.54 -2.14
C 0.62 -0.79 -3.40
C -0.16 -1.94 -3.24
N -0.02 -2.49 -1.99
H 3.65 0.55 2.09
H 4.54 -0.85 2.78
H 3.10 -0.32 3.68
H 2.64 -2.71 3.46
H 0.70 -4.04 2.63
H -1.46 -2.52 2.82
H -3.77 -2.82 3.78
H -6.64 -3.59 1.84
H -5.95 -2.85 3.18
H -6.12 -4.56 3.34
H -4.85 -4.96 0.34
H -4.40 -4.33 -1.87
H -2.99 -4.82 -4.17
H -0.57 -5.75 -3.24
H 2.70 -0.20 0.05
H 1.65 0.38 -1.83
H 0.68 -0.08 -4.24
H -0.83 -2.46 -3.97
C 2.60 7.01 -3.57
C 2.89 6.35 -2.23
C 3.53 5.12 -2.11
C 3.50 4.42 -0.95
C 2.76 4.94 0.12
C 2.28 6.28 0.06
C 2.47 6.98 -1.08
S 2.45 4.14 1.65
O 2.54 5.16 2.68
O 3.24 2.93 1.69
N 0.87 3.68 1.67
C 0.29 2.41 1.31
C -0.82 2.47 0.26
C -1.46 1.06 0.18
O -1.01 0.05 0.77
O -2.47 1.05 -0.61
H 3.37 6.82 -4.32
H 2.38 8.08 -3.38
H 1.70 6.55 -4.02
H 4.10 4.70 -2.96
H 4.01 3.49 -0.76
H 1.76 6.71 0.94
H 2.25 8.02 -1.19
H 0.30 4.30 2.24
H -0.06 1.90 2.25
H 1.09 1.78 0.94
H -0.48 2.82 -0.71
H -1.68 3.06 0.59

=====

Record 3
Entry from OMol25: a structure of composition C30H30IN6O2Pd (wB97M-V/def2-TZVPD).

Summary:
Lowest unoccupied orbital energy (spin up / spin down)   -2.37 / -4.37 eV
Energy above the lowest of the compared OMol25 structures with the same formula, charge and spin   16.5 kJ/mol
Expectation value of S²   2.04
Net charge   +1
Frontier orbital gap (spin up / spin down)   7.882 / 6.366 eV
Spin multiplicity   3
E_tot   -56207.653 eV

CARTESIAN COORDINATES (ANGSTROEM)
Pd 0.50 0.25 -0.80
C -4.37 -0.15 3.92
C -3.02 -0.04 3.28
C -1.99 -0.93 3.61
C -0.77 -0.84 2.97
C -0.51 0.12 1.98
N 0.68 0.07 1.29
C 1.86 -0.19 1.92
C 2.09 0.29 3.23
C 3.32 0.14 3.85
C 4.37 -0.50 3.20
C 5.72 -0.62 3.83
C 4.14 -0.99 1.91
C 2.92 -0.87 1.28
N 2.78 -1.57 0.05
C 3.27 -2.81 -0.19
C 3.02 -3.12 -1.50
C 2.36 -1.99 -2.00
N 2.22 -1.06 -1.07
C -1.54 1.03 1.67
C -2.76 0.92 2.32
N -1.37 2.12 0.78
C -1.98 3.33 0.86
C -1.56 4.08 -0.20
C -0.66 3.25 -0.89
N -0.55 2.08 -0.29
H -4.30 -0.59 4.92
H -5.02 -0.79 3.33
H -4.85 0.82 4.01
H -2.16 -1.70 4.34
H 0.00 -1.57 3.17
H 1.30 0.83 3.72
H 3.46 0.54 4.84
H 5.67 -0.46 4.91
H 6.41 0.13 3.42
H 6.16 -1.60 3.65
H 4.95 -1.49 1.39
H 3.75 -3.37 0.59
H 3.27 -4.02 -2.02
H 1.99 -1.82 -3.00
H -3.56 1.61 2.04
H -2.62 3.59 1.68
H -1.83 5.09 -0.42
H -0.08 3.46 -1.77
C -3.74 1.42 -2.53
C -2.33 0.95 -2.72
O -1.91 -0.01 -2.09
C -1.43 1.65 -3.68
C -1.79 2.86 -4.28
C -0.87 3.53 -5.07
C 0.40 3.01 -5.27
C 0.75 1.80 -4.69
C -0.16 1.12 -3.90
H -4.21 0.83 -1.75
H -4.30 1.31 -3.46
H -3.75 2.48 -2.26
H -2.77 3.27 -4.12
H -1.15 4.47 -5.54
H 1.11 3.55 -5.88
H 1.74 1.39 -4.85
H 0.09 0.17 -3.44
N -1.45 -2.82 -1.47
C -0.59 -3.26 -0.54
O -0.12 -2.52 0.31
C -0.26 -4.74 -0.51
I -0.02 -5.68 -2.42
H -1.73 -1.85 -1.46
H -1.80 -3.43 -2.19
H -1.06 -5.28 -0.01
H 0.67 -4.88 0.04

=====

Record 4
Entry from OMol25: a structure of composition C30H30IrN10O2S2 in a non-equilibrium geometry (wB97M-V/def2-TZVPD).

Summary:
Lowest unoccupied orbital energy (spin up / spin down)   -7.40 / -9.93 eV
Energy above the lowest of the compared OMol25 structures with the same formula, charge and spin   56.6 kJ/mol
Expectation value of S²   6.05
Net charge   +3
Frontier orbital gap (spin up / spin down)   6.519 / 5.235 eV
Spin multiplicity   5
E_tot   -75076.634 eV

CARTESIAN COORDINATES (ANGSTROEM)
Ir -1.16 2.60 0.04
C 8.18 -7.79 -0.09
O 7.18 -7.19 -1.15
C 6.46 -6.11 -0.99
C 6.81 -5.05 -0.01
C 5.97 -4.03 0.16
C 4.82 -3.91 -0.74
C 4.56 -4.79 -1.80
C 5.45 -5.82 -1.92
C 3.95 -2.81 -0.57
N 2.93 -2.58 -1.31
C 2.32 -1.49 -0.86
C 3.05 -0.94 0.24
N 4.02 -1.79 0.39
C 2.59 0.25 0.94
C 3.25 0.94 1.95
C 2.65 1.94 2.71
C 1.38 2.34 2.17
N 0.85 1.79 1.12
C 1.37 0.76 0.47
C 0.54 0.14 -0.53
N -0.68 0.68 -0.86
C -1.41 0.17 -1.81
C -0.89 -0.85 -2.61
C 0.35 -1.37 -2.34
C 1.08 -0.91 -1.27
H 7.96 -8.85 -0.21
H 7.81 -7.43 0.83
H 9.17 -7.58 -0.45
H 7.67 -5.11 0.63
H 6.15 -3.25 0.85
H 3.68 -4.49 -2.50
H 5.29 -6.68 -2.68
H 4.77 -1.69 1.02
H 4.23 0.55 2.26
H 3.11 2.59 3.51
H 0.77 3.04 2.68
H -2.36 0.58 -2.03
H -1.46 -1.36 -3.38
H 0.77 -2.17 -2.95
N -1.58 6.11 -1.12
C -0.62 6.04 -0.25
N 0.32 6.99 -0.24
S -0.43 4.73 0.95
H -1.76 6.99 -1.62
H -2.22 5.30 -1.11
H 0.39 7.62 -1.05
H 1.01 6.98 0.52
N -2.83 3.41 -1.27
C -4.00 3.22 -1.33
N -5.29 2.97 -1.22
C -6.13 2.71 -2.40
C -7.50 3.29 -2.09
O -7.98 2.65 -0.94
C -7.20 3.03 0.20
C -5.86 2.46 0.02
H -6.13 1.64 -2.43
H -5.62 3.17 -3.23
H -8.24 3.07 -2.90
H -7.50 4.37 -1.92
H -7.71 2.55 1.05
H -7.07 4.15 0.25
H -6.04 1.41 -0.14
H -5.11 2.64 0.79
S -2.67 2.10 2.06
C -2.57 0.42 2.39
N -2.69 0.01 3.73
C -2.50 -1.24 4.09
C -2.44 -2.24 3.12
C -2.48 -1.83 1.81
N -2.42 -0.55 1.42
H -2.86 0.79 4.36
H -2.53 -1.48 5.18
H -2.43 -3.33 3.49
H -2.51 -2.49 0.92